ORCA calculation (ωB97M-V/def2-TZVPD) on C19H18FNO3S in the gas phase at a distorted geometry.

Output
Strongest force on any atom   1.13 eV/A
Frontier orbital gap   9.282 eV
Calculated total energy   -41179.7410 eV
Total charge   0
ΔE to the lowest compared entry with this formula, charge and spin   0.0 kJ/mol

Atoms and positions in Å:
1 O -4.729 0.075 1.040
2 S -3.386 0.541 0.866
3 O -3.106 1.944 0.903
4 N -2.497 -0.168 2.079
5 H -2.734 -1.134 2.236
6 C -1.101 0.170 2.187
7 H -1.024 1.189 1.803
8 C -0.174 -0.772 1.417
9 H -0.201 -1.764 1.877
10 H -0.518 -0.869 0.386
11 C 1.276 -0.260 1.412
12 C 2.188 -1.280 0.804
13 C 3.446 -1.672 1.152
14 C 3.834 -2.655 0.209
15 C 2.784 -2.787 -0.642
16 O 1.783 -1.960 -0.292
17 H 2.626 -3.410 -1.500
18 H 4.764 -3.185 0.175
19 H 4.024 -1.308 1.976
20 C 1.367 1.054 0.666
21 C 1.255 1.086 -0.719
22 C 1.318 2.284 -1.406
23 C 1.488 3.454 -0.691
24 C 1.601 3.454 0.687
25 C 1.541 2.246 1.357
26 H 1.630 2.233 2.433
27 H 1.732 4.385 1.215
28 F 1.552 4.625 -1.357
29 H 1.240 2.321 -2.481
30 H 1.122 0.166 -1.267
31 H 1.602 -0.100 2.445
32 H -0.824 0.178 3.247
33 C -2.746 -0.128 -0.671
34 C -3.029 -1.441 -0.996
35 C -2.516 -1.972 -2.168
36 C -1.737 -1.182 -3.000
37 C -1.474 0.138 -2.670
38 C -1.980 0.671 -1.495
39 H -1.797 1.693 -1.203
40 H -0.879 0.753 -3.329
41 H -1.339 -1.597 -3.914
42 H -2.726 -2.997 -2.434
43 H -3.656 -2.021 -0.337

These are the Mulliken partial charges, in e, on atoms 1 to 8: atom 1 (O): -0.70, atom 2 (S): 1.25, atom 3 (O): -0.68, atom 4 (N): -0.24, atom 5 (H): 0.32, atom 6 (C): -1.06, atom 7 (H): 0.44, atom 8 (C): -0.05